1.
ORCA calculation (ωB97M-V/def2-TZVPD) on an isolated molecule of C4H6N2 in a non-equilibrium geometry.

The geometry in XYZ format:
```
12
Properties=species:S:1:pos:R:3:forces:R:3:lowdin_charge:R:1
C 1.15386 0.27900 1.14788 -2.287 -0.928 -1.928 -0.103
C 0.33171 -0.87428 0.37196 1.125 2.175 2.417 -0.279
C -0.34361 0.81833 0.48150 -2.061 -0.763 0.893 -0.134
C -1.14195 -0.60904 0.31259 1.878 0.310 1.637 -0.078
N 1.97434 0.20462 -0.06596 -0.428 0.944 0.774 -0.073
N 1.33569 -0.95851 -0.53723 -0.867 -1.107 -1.106 0.003
H -0.92909 1.25782 1.33689 1.163 0.232 -1.160 0.106
H -0.35073 1.32672 -0.51702 0.260 -0.233 1.230 0.117
H -1.66876 -0.65276 -0.61567 -0.336 -0.570 -0.415 0.079
H -1.67351 -0.93391 1.26842 0.593 0.553 -1.655 0.124
H 2.96819 0.29633 0.10887 0.145 -1.197 -0.411 0.102
H 1.03780 -1.12643 -1.50002 0.816 0.584 -0.277 0.135
```
Positions in Å, forces in eV/Å.

**HOMO-LUMO gap**: 8.95 eV
**Largest force on an atom**: 0.0669 Eh/bohr
**ΔE to the lowest compared entry with this formula, charge and spin**: 658.45 kJ/mol
**Electronic energy**: -7218.7666 eV
**LUMO level**: 1.01 eV

---

2.
ORCA calculation (ωB97M-V/def2-TZVPD) on a structure of composition C35H58O7P6Sr in a non-equilibrium geometry.

The geometry in XYZ format:
```
107
Properties=species:S:1:pos:R:3:forces:R:3:lowdin_charge:R:1
Sr 0.80079 0.67228 -0.05729 -9.621 -6.439 1.888 1.370
C 2.97314 3.63967 3.57962 -0.137 -0.057 -0.028 -0.098
C 3.33056 2.30201 3.49160 -0.164 -0.063 0.047 -0.095
C 2.34001 1.31799 3.50635 -0.074 0.070 0.025 -0.126
C 0.98517 1.65420 3.59526 0.168 -0.041 0.049 -0.383
C 0.64448 3.00682 3.69765 0.053 -0.022 -0.044 -0.077
C 1.62666 3.98839 3.68978 0.043 -0.125 -0.013 -0.086
P -0.25862 0.27952 3.46873 0.079 0.431 0.079 1.090
C -0.79016 0.14753 5.22340 -0.014 -0.094 0.048 -0.372
C -1.99932 -0.50479 5.49280 0.095 -0.008 -0.018 -0.116
C -2.42193 -0.70826 6.79710 0.025 0.025 0.004 -0.090
C -1.63519 -0.27768 7.86085 0.031 0.000 -0.053 -0.100
C -0.42577 0.35274 7.60775 -0.002 0.005 -0.073 -0.090
C -0.00639 0.56631 6.29678 -0.020 -0.021 0.047 -0.089
C -1.64673 1.13750 2.63945 0.008 -0.142 0.108 -0.468
C -2.59798 1.88798 3.33873 -0.139 0.060 -0.041 -0.130
C -3.57399 2.58788 2.64158 0.093 -0.011 -0.053 -0.105
C -3.57724 2.52529 1.24832 -0.068 0.028 0.147 -0.110
C -2.61810 1.76834 0.58779 0.042 -0.083 -0.273 -0.189
C -1.61020 1.02145 1.23558 0.188 0.358 -0.115 -0.244
H 3.73532 4.40993 3.55232 -0.019 -0.009 0.036 0.100
H 4.37376 2.02029 3.39662 -0.045 -0.010 0.039 0.107
H 2.61964 0.27018 3.42266 -0.001 0.139 0.014 0.083
H -0.40147 3.29237 3.74858 0.069 -0.031 0.000 0.105
H 1.34235 5.03293 3.75575 0.012 -0.029 0.035 0.102
H -2.61260 -0.84651 4.66393 0.003 0.023 0.065 0.106
H -3.36688 -1.20388 6.98780 0.036 0.014 -0.018 0.101
H -1.96255 -0.43860 8.88052 0.001 0.005 -0.018 0.098
H 0.19594 0.68353 8.43283 -0.033 -0.008 -0.059 0.100
H 0.94168 1.06145 6.11184 -0.082 -0.012 0.029 0.096
H -2.57898 1.93542 4.42431 -0.002 0.002 -0.060 0.097
H -4.30494 3.18994 3.17327 0.034 -0.090 -0.047 0.094
H -4.32887 3.07172 0.68206 0.062 -0.053 0.064 0.094
H -2.67463 1.75451 -0.50821 0.022 0.056 0.258 0.061
C 4.43064 3.18830 -0.47529 -0.349 -0.114 -0.624 -0.022
C 3.30162 2.54764 -1.31274 -0.305 -0.355 1.239 -0.566
O 3.45089 2.77024 -2.69113 0.187 0.131 -0.189 -0.007
P 3.20233 0.72839 -1.02206 2.309 -0.378 -1.436 0.331
O 4.58149 0.11087 -1.41688 0.824 -0.139 -0.037 -0.053
O 3.02378 0.51866 0.51124 0.700 1.415 -0.017 -0.333
O 2.07209 0.16784 -1.81026 1.490 -0.126 -1.278 -0.462
P 1.65112 3.05136 -0.66534 0.233 2.978 -0.937 0.338
O 1.68255 4.61845 -0.67548 -0.011 0.629 0.346 -0.054
O 1.58758 2.56275 0.80796 1.879 0.590 -0.232 -0.388
O 0.55625 2.47959 -1.49562 0.354 0.886 -0.396 -0.372
H 5.37158 2.66927 -0.63785 0.086 -0.019 -0.094 0.088
H 4.19544 3.14256 0.58334 -0.077 -0.052 0.150 0.074
H 4.53592 4.23195 -0.76171 -0.003 0.047 -0.054 0.095
H 2.61923 2.56243 -3.14041 -0.051 -0.078 -0.022 0.089
H 4.75440 0.20716 -2.36518 0.037 -0.141 0.050 0.116
H 2.36145 1.53941 0.73518 1.973 0.860 1.787 0.006
H 1.32244 5.00668 0.13552 0.028 0.067 -0.092 0.111
C -1.29778 -1.20932 -5.16813 -0.098 -0.145 -0.003 -0.303
P -0.54436 -0.57026 -3.61387 0.035 0.321 -0.381 0.852
C 0.46843 0.78077 -4.36882 0.038 0.119 0.186 -0.296
C -1.95914 0.45826 -2.99970 -0.023 -0.653 0.370 -0.437
C -3.04189 -0.45476 -2.37228 0.497 0.114 -0.132 -0.417
P -2.29707 -1.63544 -1.12109 -0.260 0.000 0.099 0.834
C -3.65413 -1.67442 0.12552 0.009 -0.065 -0.062 -0.288
C -2.67027 -3.23687 -1.97473 0.173 0.030 -0.021 -0.304
H -1.70862 -0.39802 -5.77487 -0.009 -0.042 -0.004 0.038
H -2.09639 -1.92064 -4.93858 0.068 0.045 -0.046 0.021
H -0.53890 -1.73944 -5.74800 -0.039 0.025 0.008 0.034
H -0.07432 1.29416 -5.16787 0.030 -0.051 0.016 0.043
H 1.40366 0.37379 -4.76053 -0.062 0.012 -0.017 0.038
H 0.70412 1.50545 -3.58042 -0.066 -0.178 -0.177 -0.009
H -2.36219 1.07941 -3.80201 -0.012 0.115 0.030 0.084
H -1.53937 1.09694 -2.21678 -0.072 0.161 -0.115 0.033
H -3.52516 -1.03393 -3.16374 -0.147 0.029 0.087 0.063
H -3.80093 0.13895 -1.86035 -0.023 0.016 -0.066 0.067
H -4.64034 -1.74913 -0.34504 0.071 -0.002 0.069 0.043
H -3.59003 -0.76523 0.72526 -0.069 -0.039 -0.016 0.015
H -3.50795 -2.53077 0.79139 -0.030 0.087 -0.093 0.024
H -3.72153 -3.30056 -2.26724 0.034 -0.028 -0.007 0.038
H -2.43515 -4.07333 -1.30872 -0.056 0.072 -0.071 0.022
H -2.04060 -3.33169 -2.86631 -0.081 -0.013 0.087 0.015
C -0.87745 -3.05661 1.97278 0.178 -0.502 0.092 -0.154
C -0.05174 -3.89119 0.96879 -0.120 0.203 0.169 -0.537
C 0.47480 -5.14945 1.66274 -0.140 -0.105 -0.039 -0.114
P 1.14322 -2.79519 0.05190 0.371 0.200 0.268 1.050
C 2.78441 -2.85522 0.96005 -0.140 -0.117 -0.024 -0.537
C 3.66211 -4.10755 0.91604 0.067 0.053 0.052 -0.109
C 2.54764 -2.40837 2.41244 0.210 -0.081 -0.174 -0.130
C 1.38576 -3.68191 -1.56434 0.077 0.003 0.023 -0.550
C 1.55890 -5.20053 -1.54680 -0.104 -0.059 -0.092 -0.112
C 2.50479 -3.01188 -2.37078 -0.043 0.080 0.025 -0.125
H -1.83512 -3.54833 2.17958 0.097 0.027 0.005 0.075
H -1.06541 -2.05498 1.61268 -0.154 0.298 -0.156 0.006
H -0.34568 -2.96468 2.92521 -0.020 0.016 -0.095 0.061
H -0.72916 -4.19660 0.16086 0.031 -0.006 0.019 0.073
H 1.03506 -4.89480 2.56427 -0.024 -0.021 -0.074 0.062
H 1.11084 -5.75950 1.02556 -0.010 -0.004 0.002 0.047
H -0.37197 -5.77197 1.97521 0.070 0.061 0.015 0.083
H 3.33658 -2.05007 0.46030 0.028 -0.054 0.044 0.070
H 3.15474 -4.97992 1.32996 0.041 0.051 -0.023 0.061
H 4.56563 -3.93748 1.51377 -0.063 -0.017 -0.031 0.080
H 3.98746 -4.34548 -0.09701 -0.026 -0.008 0.045 0.054
H 2.20930 -3.24460 3.02690 0.002 0.046 -0.013 0.067
H 1.79539 -1.62473 2.48559 -0.064 0.072 0.022 0.010
H 3.48035 -2.03584 2.84932 -0.056 -0.036 -0.020 0.082
H 0.43837 -3.45522 -2.06954 0.026 0.014 -0.070 0.070
H 2.44475 -5.51099 -0.99206 -0.060 -0.004 -0.030 0.057
H 1.67308 -5.56111 -2.57583 -0.021 0.016 0.080 0.078
H 0.69013 -5.70714 -1.12095 0.063 0.028 -0.016 0.065
H 3.48057 -3.13796 -1.88645 -0.099 -0.017 -0.075 0.068
H 2.31475 -1.94330 -2.48574 0.016 -0.134 0.000 0.028
H 2.56499 -3.45644 -3.37034 0.012 -0.003 0.098 0.079
```
Positions in Å, forces in eV/Å.

**HOMO-LUMO gap**: 7.02 eV
**Largest force on an atom**: 0.2281 Eh/bohr
**ΔE to the lowest compared entry with this formula, charge and spin**: 152.21 kJ/mol
**Electronic energy**: -108142.1051 eV
**LUMO level**: 0.09 eV

---

3.
ORCA calculation (ωB97M-V/def2-TZVPD) on a structure of composition C19H14Cl2IrN4O4S2Se.

The geometry in XYZ format:
```
47
Properties=species:S:1:pos:R:3:forces:R:3:mulliken_spin:R:1
Ir 0.09281 0.03351 -0.62048 -0.645 0.049 0.181 1.453
N -1.82983 3.93436 -0.93253 0.121 -0.080 0.044 0.025
C -1.21063 2.74534 -0.57853 -0.045 0.009 -0.197 0.090
S -0.57215 1.77315 -1.92003 0.144 -0.029 0.217 0.285
N -1.05153 2.46127 0.66094 0.150 -0.228 0.130 -0.011
N -0.37713 1.27937 0.86042 -0.097 0.157 -0.191 0.279
C -0.01091 0.90991 2.11168 0.066 0.027 0.097 0.246
C -0.37397 1.69588 3.31202 -0.029 -0.005 -0.125 -0.065
C 0.60669 2.10410 4.21162 0.120 0.027 0.052 0.049
C 0.27323 2.81632 5.35684 0.021 -0.018 -0.025 -0.014
C -1.05012 3.13540 5.61615 -0.037 -0.022 -0.049 0.024
C -2.03714 2.74205 4.71830 0.001 0.031 0.067 -0.010
C -1.70392 2.03438 3.57689 0.024 -0.061 -0.127 0.042
C 0.67493 -0.32064 2.19103 0.180 0.060 0.345 0.112
C 1.08054 -0.94261 3.39810 0.039 -0.039 0.008 0.070
C 1.73030 -2.14595 3.35884 -0.045 0.083 0.011 0.027
C 1.99977 -2.76365 2.12343 -0.003 0.006 0.025 0.153
C 1.56527 -2.14381 0.97823 0.129 -0.200 -0.092 -0.042
N 0.90351 -0.98007 1.00690 -0.041 0.211 -0.387 0.207
H -2.28912 3.91740 -1.82587 -0.061 0.003 -0.072 0.005
H -2.37643 4.34426 -0.19229 -0.015 -0.003 0.030 -0.001
H 1.64427 1.87065 4.00050 -0.037 0.013 0.013 0.006
H 1.05142 3.12919 6.04249 0.001 -0.012 -0.022 -0.001
H -1.31177 3.69185 6.50765 -0.009 -0.005 -0.010 0.002
H -3.07389 2.99092 4.91117 0.018 -0.008 -0.010 0.000
H -2.47006 1.73891 2.87174 0.005 0.005 0.011 0.001
H 0.85762 -0.45729 4.33762 0.007 -0.045 -0.010 0.023
H 2.03893 -2.62192 4.28192 -0.011 0.018 0.004 0.003
H 2.53552 -3.69941 2.05804 -0.019 0.017 -0.015 0.011
H 1.75444 -2.57479 -0.00082 -0.056 0.107 0.004 0.009
Cl -2.19786 -1.32240 2.21433 -0.316 -0.008 -0.047 0.012
C -1.98905 -2.70187 1.19190 -0.129 -0.033 -0.233 0.045
C -1.76978 -3.91409 1.81719 0.043 -0.119 0.009 -0.035
C -1.64470 -5.06481 1.05464 0.010 0.023 0.138 0.085
C -1.76243 -5.00330 -0.32231 -0.012 -0.039 -0.136 -0.040
C -1.99140 -3.78781 -0.94162 0.108 0.066 0.084 0.053
Cl -2.11461 -3.77636 -2.66574 -0.015 -0.009 0.053 0.009
C -2.09280 -2.58136 -0.21383 0.177 -0.132 -0.036 0.010
S -2.27409 -1.06601 -1.02923 -0.006 0.254 0.355 0.623
H -1.69601 -3.94895 2.89625 0.005 0.020 -0.041 0.000
H -1.46045 -6.01434 1.54029 0.002 0.004 -0.010 0.008
H -1.66844 -5.89370 -0.92962 0.000 0.033 0.015 -0.001
O 3.01926 -2.39522 -2.04850 -0.413 0.540 -0.073 0.008
Se 2.11642 -1.09771 -2.44579 0.643 -0.400 -0.416 0.005
O 2.31552 0.16536 -1.35800 -0.089 -0.226 -0.195 0.167
O 0.48352 -1.43473 -2.03691 0.254 0.097 -0.030 0.064
O 2.24226 -0.63429 -3.99382 -0.138 -0.137 0.657 0.010
```
Positions in Å, forces in eV/Å.

**HOMO-LUMO gap (spin up / spin down)**: 5.93 / 5.38 eV
**Largest force on an atom**: 0.0168 Eh/bohr
**ΔE to the lowest compared entry with this formula, charge and spin**: 0.00 kJ/mol
**Electronic energy**: -148979.6888 eV
**Charge**: -1
**2S+1**: 5
**LUMO level (spin up / spin down)**: 2.47 / 0.03 eV